[1]
The following is a DFT calculation (ωB97M-V with the def2-TZVPD basis set) of a single C5H10N2 molecule.

Geometry as XYZ:
```
17
Properties=species:S:1:pos:R:3:nbo_charge:R:1
C 0.988 -2.519 1.477 -0.060
N 1.355 -1.306 1.623 -0.427
C 1.392 -0.200 0.802 -0.058
C 0.540 -0.005 -0.227 -0.161
C 0.019 1.427 -0.512 -0.466
C -1.191 1.531 -1.463 -0.208
N -2.452 0.839 -1.215 -0.828
H 1.347 -3.196 2.247 0.183
H 0.493 -2.819 0.571 0.139
H 2.010 0.675 1.051 0.183
H 0.187 -0.828 -0.843 0.186
H -0.297 1.686 0.494 0.212
H 0.851 1.959 -0.981 0.229
H -1.424 2.594 -1.496 0.189
H -0.805 1.032 -2.404 0.178
H -2.572 0.843 -0.206 0.351
H -2.411 -0.086 -1.615 0.358
```

Properties
Gap between HOMO and LUMO ... 9.0 eV
Charge ... 0
Maximum force ... 2.57 eV/Å
SMILES ... C=N/C=C/CCN
Relative energy (zero: lowest compared OMol25 entry of this formula, charge and spin) ... 3.020 eV


[2]
The following is a DFT calculation (ωB97M-V with the def2-TZVPD basis set) of a single C4H8N4 molecule.

Geometry as XYZ:
```
16
Properties=species:S:1:pos:R:3:nbo_charge:R:1
H -0.850 2.525 -1.849 0.347
N -0.560 2.194 -0.788 -0.728
C -0.024 1.036 -1.039 0.570
N 0.737 0.607 -2.209 -0.868
N 0.276 0.044 -0.025 -0.329
C 0.134 -1.528 -0.204 -0.063
C -0.229 -1.992 1.070 -0.249
C -0.223 -0.910 2.082 -0.304
N -0.207 0.396 1.252 -0.426
H 1.617 -0.009 -1.906 0.399
H 1.106 1.719 -2.358 0.392
H -0.089 -2.100 -1.116 0.243
H 0.154 -3.153 1.433 0.241
H -1.066 -1.157 2.768 0.221
H 0.694 -0.816 2.792 0.207
H -1.241 0.677 1.168 0.346
```

Properties
Gap between HOMO and LUMO ... 8.8 eV
Charge ... 0
Maximum force ... 5.32 eV/Å
SMILES ... [H]/N=C(\N)N1C=CCN1
Relative energy (zero: lowest compared OMol25 entry of this formula, charge and spin) ... 5.360 eV


[3]
The following is a DFT calculation (ωB97M-V with the def2-TZVPD basis set) of a molecular structure, C58H44FGeN3O5P3RuS.

Geometry as XYZ:
```
117
Properties=species:S:1:pos:R:3:mulliken_charge:R:1
Ru 1.134 0.104 -1.197 0.847
F 0.607 0.295 1.123 -0.148
Ge -0.841 1.303 1.463 1.407
C -2.324 1.548 0.274 0.266
C -3.396 2.156 0.937 -0.308
C -4.546 2.503 0.246 -0.804
C -4.637 2.246 -1.116 -0.970
C -3.583 1.643 -1.777 0.020
C -2.422 1.285 -1.088 -0.415
P -1.096 0.480 -2.035 2.441
C -1.828 -1.068 -2.625 1.380
C -2.938 -1.614 -1.986 -1.143
C -3.410 -2.868 -2.349 -0.512
C -2.790 -3.573 -3.369 -0.857
C -1.689 -3.028 -4.023 -1.157
C -1.195 -1.792 -3.640 -0.928
C -0.950 1.630 -3.446 0.932
C -0.645 2.950 -3.110 -1.002
C -0.554 3.925 -4.089 -0.500
C -0.762 3.587 -5.421 -0.701
C -1.077 2.280 -5.759 -0.796
C -1.178 1.302 -4.776 -0.456
C -1.385 0.425 3.078 0.769
C -1.559 1.026 4.325 -0.677
C -1.952 0.256 5.411 -0.847
C -2.167 -1.110 5.258 -0.947
C -1.999 -1.711 4.020 -0.557
C -1.606 -0.948 2.924 -0.189
P -1.401 -1.622 1.228 1.856
C -2.932 -2.616 1.077 1.026
C -3.135 -3.989 1.025 -0.328
C -4.417 -4.503 0.842 -0.931
C -5.509 -3.659 0.724 -0.881
C -5.321 -2.282 0.788 -0.632
C -4.045 -1.771 0.953 -1.245
C 0.241 -2.613 1.382 1.741
C 1.038 -2.192 2.570 -0.744
C 1.997 -2.857 3.216 -0.519
C 2.611 -4.177 3.012 -0.818
C 2.125 -5.236 2.366 -1.117
C 0.829 -5.307 1.683 -0.523
C 0.107 2.971 1.599 -0.094
C -0.470 3.950 2.410 -0.440
C 0.148 5.175 2.619 -1.154
C 1.359 5.431 2.000 -1.027
C 1.934 4.479 1.170 -0.703
C 1.328 3.240 0.956 0.437
P 2.224 2.018 -0.109 1.773
C 3.375 3.048 -1.043 0.464
C 4.626 3.381 -0.529 -0.310
C 5.475 4.202 -1.256 -0.784
C 5.080 4.690 -2.495 -0.758
C 3.837 4.351 -3.011 -0.748
C 2.989 3.527 -2.289 -0.257
C 3.252 1.027 1.069 1.777
C 3.212 1.291 2.518 -1.199
C 4.143 0.764 3.321 -0.778
C 5.319 0.077 2.800 -0.759
C 5.512 -0.070 1.484 -1.496
C 4.460 0.290 0.528 -0.424
H -3.349 2.345 2.006 0.393
H -5.371 2.970 0.769 0.472
H -5.532 2.516 -1.662 0.476
H -3.661 1.440 -2.839 0.563
H -3.424 -1.075 -1.184 0.317
H -4.254 -3.295 -1.821 0.505
H -3.154 -4.553 -3.650 0.426
H -1.201 -3.582 -4.816 0.488
H -0.298 -1.403 -4.106 0.478
H -0.506 3.226 -2.068 0.421
H -0.326 4.947 -3.813 0.491
H -0.690 4.344 -6.190 0.411
H -1.253 2.015 -6.793 0.467
H -1.453 0.295 -5.059 0.469
H -1.381 2.083 4.467 0.373
H -2.090 0.721 6.379 0.442
H -2.466 -1.709 6.109 0.446
H -2.164 -2.778 3.904 0.497
H -2.318 -4.686 1.133 0.359
H -4.550 -5.576 0.797 0.478
H -6.502 -4.068 0.581 0.379
H -6.165 -1.608 0.703 0.459
H -3.909 -0.693 0.995 0.440
H 0.805 -1.217 2.965 0.009
H 2.430 -2.310 4.049 0.397
H 3.600 -4.284 3.442 0.416
H 2.767 -6.103 2.257 0.382
H 0.737 -6.073 0.917 0.491
H -1.429 3.767 2.883 0.356
H -0.315 5.919 3.255 0.453
H 1.860 6.379 2.147 0.454
H 2.865 4.725 0.681 0.458
H 4.944 3.006 0.436 0.394
H 6.448 4.458 -0.855 0.454
H 5.747 5.326 -3.062 0.396
H 3.536 4.709 -3.987 0.482
H 2.043 3.229 -2.719 0.332
H 2.430 1.915 2.923 0.441
H 4.077 0.935 4.389 0.484
H 6.090 -0.225 3.497 0.471
H 6.452 -0.434 1.088 0.528
H 4.748 0.435 -0.512 0.355
N 0.825 -2.861 -2.098 -0.004
C 0.475 -3.160 -0.824 -0.922
O 0.938 -2.273 0.093 -0.881
C -0.264 -4.158 -0.304 0.755
C -0.028 -4.085 1.181 2.036
N -0.384 -4.861 2.292 -1.045
C -0.854 -5.208 -1.049 -0.359
N -1.334 -6.063 -1.655 -0.728
H 1.789 -2.549 -2.227 0.189
H 0.514 -3.533 -2.786 0.365
O 1.760 -0.124 -3.401 -0.490
S 2.955 -0.218 -2.500 0.743
O 3.991 0.748 -2.709 -0.522
O 3.191 -0.368 0.694 0.042
O 3.397 -1.568 -2.201 -0.739
```

Properties
Multiplicity ... 5
Gap between HOMO and LUMO (alpha / beta) ... 6.6 / 6.1 eV
Charge ... +1
Maximum force ... 1.06 eV/Å


[4]
The following is a DFT calculation (ωB97M-V with the def2-TZVPD basis set) of a single C5H9P molecule.

Geometry as XYZ:
```
15
Properties=species:S:1:pos:R:3:nbo_charge:R:1
C -0.470 1.396 2.631 -0.912
P 0.532 0.198 1.579 0.627
C -0.094 0.484 0.092 -0.601
C 0.031 -0.061 -1.290 -0.297
C 1.130 -0.964 -1.552 -0.418
C -0.229 -1.571 -1.575 -0.386
H -1.330 0.837 2.919 0.228
H -0.871 2.224 2.166 0.219
H 0.214 1.592 3.407 0.224
H -0.806 1.278 0.229 0.208
H -0.173 0.781 -1.927 0.225
H 1.489 -1.090 -2.617 0.221
H 1.866 -1.120 -0.767 0.225
H -0.660 -1.848 -2.560 0.218
H -0.631 -2.135 -0.733 0.220
```

Properties
Gap between HOMO and LUMO ... 9.5 eV
Charge ... 0
Maximum force ... 3.25 eV/Å
SMILES ... C/P=C/C1CC1
Relative energy (zero: lowest compared OMol25 entry of this formula, charge and spin) ... 1.295 eV


[5]
The following is a DFT calculation (ωB97M-V with the def2-TZVPD basis set) of a molecular structure, C29H29CaN2O3S2.

Geometry as XYZ:
```
66
Properties=species:S:1:pos:R:3:nbo_charge:R:1
C 2.805 0.311 1.275 -0.325
C 2.677 -0.405 0.061 -0.298
C 2.206 0.495 -0.921 -0.314
H 2.938 -1.453 -0.097 0.205
C 2.071 1.786 -0.326 -0.510
C 2.402 1.658 1.055 -0.432
H 1.889 2.719 -0.864 0.179
C -0.868 -2.473 1.865 -0.355
C 0.377 -2.688 1.196 -0.337
C 0.120 -2.670 -0.194 -0.305
H 1.343 -2.830 1.665 0.201
C -1.273 -2.396 -0.403 -0.205
C -1.887 -2.316 0.896 -0.368
H 2.074 0.262 -1.979 0.178
H 2.424 2.471 1.786 0.193
H 3.264 -0.087 2.178 0.212
H -2.941 -2.089 1.078 0.181
H 0.864 -2.769 -0.982 0.178
H -1.009 -2.427 2.938 0.179
Ca -0.566 2.277 0.916 1.779
C -1.755 -1.575 -1.599 -0.051
C -3.260 -1.730 -1.824 -0.607
C -1.015 -1.972 -2.876 -0.607
H -3.554 -2.793 -1.783 0.225
H -3.529 -1.368 -2.825 0.172
H -3.862 -1.180 -1.095 0.206
H -1.074 -3.056 -3.050 0.218
H 0.042 -1.689 -2.845 0.219
H -1.475 -1.477 -3.736 0.173
C -1.301 -0.164 -1.093 -0.572
C -1.334 1.162 -1.840 0.793
H -0.224 -0.287 -0.847 0.346
H -1.776 0.028 -0.110 0.244
O -1.234 2.196 -1.050 -0.840
N -1.212 1.302 -3.186 -0.679
C -0.247 2.372 -3.628 -0.264
H -2.102 1.260 -3.684 0.418
C 1.066 1.750 -4.016 0.046
C 2.233 2.501 -3.831 -0.218
H 2.136 3.503 -3.402 0.203
C 3.476 1.990 -4.187 -0.200
H 4.364 2.601 -4.017 0.212
C 3.562 0.730 -4.783 -0.217
H 4.530 0.364 -5.117 0.209
C 2.406 -0.028 -4.978 -0.195
H 2.473 -0.998 -5.459 0.211
C 1.161 0.478 -4.593 -0.242
H 0.256 -0.108 -4.764 0.227
H -0.088 3.075 -2.790 0.227
H -0.656 2.988 -4.441 0.205
O 1.851 1.289 4.159 -0.925
S 0.869 0.278 3.839 2.289
O 1.321 -1.029 3.421 -0.871
N -0.260 0.866 2.748 -0.926
C -1.529 0.920 3.253 0.121
S -2.823 1.374 2.273 -0.346
C -1.610 0.483 4.616 -0.157
C -2.736 0.428 5.435 -0.152
C -2.578 -0.054 6.721 -0.214
C -1.323 -0.496 7.169 -0.191
C -0.194 -0.436 6.351 -0.208
C -0.352 0.099 5.089 -0.209
H -3.676 0.793 5.024 0.237
H -3.452 -0.130 7.363 0.213
H -1.226 -0.898 8.171 0.212
H 0.800 -0.737 6.671 0.233
```

Properties
Gap between HOMO and LUMO ... 4.0 eV
Charge ... -1
Maximum force ... 4.14 eV/Å
Relative energy (zero: lowest compared OMol25 entry of this formula, charge and spin) ... 3.334 eV


[6]
The following is a DFT calculation (ωB97M-V with the def2-TZVPD basis set) of a molecular structure, C3H6N2O.

Geometry as XYZ:
```
12
Properties=species:S:1:pos:R:3:nbo_charge:R:1
N 1.608 -0.574 0.298 -0.813
C 0.508 0.018 -0.411 -0.143
C -0.681 -0.885 -0.783 -0.071
O -1.611 0.125 -0.313 -0.504
C -0.587 0.830 0.276 0.541
N -0.627 1.728 1.153 -0.687
H 2.359 0.094 0.428 0.372
H 1.322 -0.887 1.221 0.363
H 0.894 0.546 -1.290 0.217
H -0.845 -1.141 -1.831 0.191
H -0.744 -1.778 -0.154 0.180
H -1.596 1.924 1.407 0.354
```

Properties
Gap between HOMO and LUMO ... 10.8 eV
Charge ... 0
Maximum force ... 0.60 eV/Å
Relative energy (zero: lowest compared OMol25 entry of this formula, charge and spin) ... 1.750 eV


[7]
The following is a DFT calculation (ωB97M-V with the def2-TZVPD basis set) of a single C2H5N3O3 molecule.

Geometry as XYZ:
```
13
Properties=species:S:1:pos:R:3:nbo_charge:R:1
N -0.661 1.970 0.012 -0.643
N 0.418 1.137 0.002 -0.470
C 0.400 -0.175 -0.267 0.596
N 1.432 -0.948 -0.131 -0.221
O 2.497 -0.178 0.300 -0.607
O -0.686 -0.752 -0.894 -0.482
C -1.793 -0.714 -0.164 0.634
O -1.744 -0.776 1.065 -0.563
H -1.217 1.740 0.821 0.369
H -1.181 1.996 -0.862 0.349
H 1.322 1.514 -0.075 0.406
H 3.195 -0.770 0.626 0.488
H -2.623 -0.600 -0.875 0.143
```

Properties
Gap between HOMO and LUMO ... 9.5 eV
Charge ... 0
Maximum force ... 3.41 eV/Å
SMILES ... NN/C(=N\O)OC=O
Relative energy (zero: lowest compared OMol25 entry of this formula, charge and spin) ... 2.888 eV


[8]
The following is a DFT calculation (ωB97M-V with the def2-TZVPD basis set) of a single C2H3NOS molecule.

Geometry as XYZ:
```
8
Properties=species:S:1:pos:R:3:nbo_charge:R:1
C -1.126 0.660 -1.732 0.384
C 0.686 -0.276 0.844 -0.454
N -0.695 -0.157 0.578 -0.736
O -0.429 1.587 -1.835 -0.417
S -1.490 -0.659 -0.694 0.613
H 0.664 -1.089 1.635 0.224
H 1.196 -0.745 -0.040 0.176
H 1.194 0.678 1.244 0.209
```

Properties
Gap between HOMO and LUMO (alpha / beta) ... 7.5 / 7.6 eV
Charge ... 0
Maximum force ... 3.14 eV/Å
Relative energy (zero: lowest compared OMol25 entry of this formula, charge and spin) ... 3.370 eV


Computed molar mass (g/mol) in order:
98.15; 112.14; 1180.67; 100.10; 557.77; 86.09; 119.08; 89.12
Computed E (a.u.) in order:
-305.9129; -376.0515; -6470.5895; -537.1657; -2931.6825; -302.6288; -469.0946; -606.0635